one:
Below is 2 unconnected molecules or ions with the total composition C3H5ClS, with properties calculated with ωB97M-V/def2-TZVPD.

Atoms and positions in Å:
1 C 0.18 0.87 -0.04
2 C -1.25 0.91 0.00
3 C 1.02 -1.58 0.12
4 S 1.36 1.90 -0.18
5 Cl 2.67 -1.30 0.01
6 H -1.51 0.43 0.86
7 H -1.69 1.94 -0.20
8 H -1.66 0.32 -0.85
9 H 0.32 -1.73 -0.77
10 H 0.55 -1.75 1.05

Results
HOMO energy (alpha / beta), Ha: -0.2744 / -0.2870
E_LUMO (alpha / beta), eV: 0.1 / 0.1
Spin multiplicity: 1
Kohn-Sham gap (alpha / beta), eV: 7.6 / 7.9



two:
Below is 2 unconnected molecules or ions with the total composition C3H5ClS, with properties calculated with ωB97M-V/def2-TZVPD.

Atoms and positions in Å:
1 C 0.22 -0.99 -1.21
2 C -0.66 0.14 -0.76
3 C 0.28 0.80 1.72
4 S 0.49 0.60 -2.08
5 Cl -2.38 0.14 -0.89
6 H 1.00 -1.13 -0.46
7 H -0.07 -1.82 -1.84
8 H -0.50 1.21 2.44
9 H 0.95 1.31 1.21
10 H 0.67 -0.26 1.86

Results
HOMO energy (alpha / beta), Ha: -0.3109 / -0.3233
E_LUMO (alpha / beta), eV: 0.1 / -0.7
Spin multiplicity: 1
Kohn-Sham gap (alpha / beta), eV: 8.5 / 8.1



Stability order, top to bottom: one, two



one:
Below is a single C3H5ClS molecule, with properties calculated with ωB97M-V/def2-TZVPD.

Atoms and positions in Å:
1 C -0.60 -0.17 -1.07
2 C -0.26 -0.21 0.35
3 Cl -1.35 0.95 1.24
4 C 1.22 0.10 0.90
5 S 2.24 1.12 0.25
6 H -0.63 0.86 -1.32
7 H 0.01 -0.58 -1.72
8 H -1.67 -0.45 -1.29
9 H -0.31 -1.19 0.87
10 H 1.34 -0.43 1.80

Results
HOMO energy, Ha: -0.3311
E_LUMO, eV: -0.6
Spin multiplicity: 1
Structure (SMILES): C[C@H](Cl)C=S
Kohn-Sham gap, eV: 8.5



two:
Below is a molecular structure, C3H5ClS, with properties calculated with ωB97M-V/def2-TZVPD.

Atoms and positions in Å:
1 C -0.64 0.72 0.63
2 C 0.65 0.60 0.10
3 C 1.76 1.17 -0.40
4 H -0.66 -1.30 -0.87
5 H -0.73 1.88 0.56
6 H -0.54 0.54 1.86
7 H 2.86 0.71 -0.25
8 H 2.01 2.51 -0.69
9 S -1.94 -0.04 -0.25
10 Cl 1.03 -1.10 0.09

Results
HOMO energy, Ha: -0.3258
E_LUMO, eV: 0.1
Spin multiplicity: 1
Kohn-Sham gap, eV: 9.0



Stability order, top to bottom: one, two



one:
Below is a molecular structure, C53H42BiI2N4O7, with properties calculated with ωB97M-V/def2-TZVPD.

Atoms and positions in Å:
1 Bi 12.22 13.89 11.76
2 O 13.35 14.34 13.56
3 C 12.87 14.85 14.73
4 C 11.40 14.43 15.06
5 C 11.26 12.95 15.08
6 C 11.09 12.27 16.27
7 C 10.98 10.88 16.19
8 C 11.06 10.21 14.96
9 C 11.18 11.01 13.85
10 C 11.16 10.49 12.44
11 C 12.66 10.65 11.70
12 O 13.07 11.90 11.77
13 C 13.54 9.63 12.47
14 C 13.23 8.27 12.53
15 C 13.98 7.50 13.40
16 C 15.06 8.04 14.09
17 C 15.42 9.38 13.93
18 C 14.63 10.18 13.14
19 C 12.50 10.23 10.23
20 C 11.37 9.68 9.71
21 C 11.31 9.18 8.42
22 C 12.42 9.24 7.58
23 C 13.57 9.87 8.10
24 C 13.62 10.32 9.38
25 N 11.22 12.34 13.92
26 C 13.76 14.24 15.87
27 C 13.97 14.84 17.10
28 C 14.67 14.23 18.08
29 C 15.19 12.98 17.88
30 C 15.00 12.29 16.65
31 C 14.35 12.99 15.64
32 C 13.04 16.38 14.76
33 C 14.11 16.88 14.01
34 C 14.28 18.29 14.00
35 C 13.45 19.13 14.76
36 C 12.42 18.60 15.51
37 C 12.22 17.22 15.53
38 H 11.08 14.81 16.04
39 H 10.74 14.89 14.30
40 H 11.13 12.87 17.22
41 H 10.82 10.28 17.09
42 H 11.02 9.14 14.79
43 H 10.82 9.43 12.40
44 H 10.55 11.22 11.86
45 H 12.37 7.89 12.02
46 H 13.75 6.44 13.60
47 H 15.76 7.41 14.64
48 H 16.26 9.76 14.52
49 H 14.80 11.23 13.01
50 H 10.42 9.79 10.26
51 H 10.37 8.77 8.10
52 H 12.41 8.81 6.60
53 H 14.47 9.92 7.51
54 H 14.43 10.89 9.72
55 H 13.63 15.79 17.37
56 H 14.91 14.73 19.00
57 H 15.71 12.57 18.73
58 H 15.35 11.31 16.64
59 H 14.01 12.53 14.70
60 H 14.81 16.28 13.43
61 H 15.02 18.73 13.32
62 H 13.53 20.22 14.63
63 H 11.81 19.25 16.07
64 H 11.38 16.87 16.08
65 O 10.10 18.63 11.79
66 C 10.88 17.58 11.96
67 O 10.68 16.75 12.82
68 C 12.13 17.66 11.09
69 C 12.52 18.78 10.34
70 C 13.66 18.73 9.54
71 C 14.34 17.53 9.40
72 C 13.85 16.46 10.17
73 N 12.79 16.50 10.95
74 C 14.64 15.13 10.09
75 O 15.62 15.01 9.36
76 O 14.17 14.16 10.76
77 H 9.43 18.67 12.46
78 H 11.97 19.73 10.30
79 H 13.94 19.56 8.89
80 H 15.18 17.30 8.79
81 I 5.62 13.18 6.64
82 C 7.34 13.07 7.91
83 C 8.54 12.96 7.32
84 C 9.60 12.90 8.18
85 I 11.55 13.02 7.46
86 C 9.53 12.88 9.57
87 O 10.56 12.64 10.31
88 C 8.20 12.97 10.12
89 C 8.19 13.33 11.61
90 N 8.83 14.59 11.71
91 C 8.12 15.65 11.08
92 C 8.54 16.15 9.68
93 C 7.72 16.16 8.54
94 C 8.20 16.66 7.31
95 C 9.53 17.04 7.27
96 C 10.28 16.97 8.43
97 N 9.85 16.52 9.61
98 C 7.13 13.13 9.29
99 H 8.52 12.77 6.21
100 H 7.05 13.30 11.82
101 H 8.58 12.52 12.22
102 H 9.16 14.80 12.67
103 H 7.03 15.46 11.19
104 H 8.21 16.54 11.70
105 H 6.71 15.81 8.66
106 H 7.55 16.67 6.43
107 H 9.94 17.47 6.37
108 H 11.33 17.18 8.44
109 H 6.13 13.23 9.65

Results
HOMO energy, Ha: -0.1747
E_LUMO, eV: 2.0
Charge: -1
Spin multiplicity: 1
Kohn-Sham gap, eV: 6.8



two:
Below is a molecular structure, C53H42BiI2N4O7, with properties calculated with ωB97M-V/def2-TZVPD.

Atoms and positions in Å:
1 Bi -0.09 0.08 -0.48
2 O 1.39 -1.35 0.09
3 C 1.68 -2.59 -0.44
4 C 0.39 -3.26 -1.04
5 C -0.81 -3.27 -0.12
6 C -1.30 -4.46 0.40
7 C -2.34 -4.33 1.31
8 C -2.83 -3.10 1.75
9 C -2.35 -1.99 1.09
10 C -2.60 -0.58 1.58
11 C -1.48 0.12 2.45
12 O -0.41 0.48 1.70
13 C -2.02 1.39 3.08
14 C -3.16 2.08 2.64
15 C -3.45 3.38 3.09
16 C -2.58 3.98 4.01
17 C -1.45 3.31 4.44
18 C -1.16 1.99 3.99
19 C -1.04 -0.98 3.46
20 C -1.80 -1.31 4.58
21 C -1.39 -2.33 5.40
22 C -0.21 -3.01 5.13
23 C 0.51 -2.76 4.02
24 C 0.12 -1.71 3.18
25 N -1.39 -2.14 0.18
26 C 2.36 -3.39 0.69
27 C 3.16 -2.73 1.68
28 C 3.80 -3.42 2.71
29 C 3.67 -4.83 2.71
30 C 3.02 -5.48 1.68
31 C 2.35 -4.77 0.70
32 C 2.74 -2.48 -1.60
33 C 3.10 -3.58 -2.44
34 C 4.01 -3.38 -3.47
35 C 4.52 -2.08 -3.74
36 C 4.08 -1.01 -2.98
37 C 3.23 -1.26 -1.93
38 H 0.59 -4.19 -1.53
39 H 0.22 -2.60 -1.92
40 H -1.01 -5.41 0.02
41 H -2.80 -5.19 1.71
42 H -3.46 -3.02 2.63
43 H -3.56 -0.41 2.12
44 H -2.82 0.16 0.79
45 H -3.92 1.52 2.07
46 H -4.36 3.84 2.80
47 H -2.83 4.90 4.48
48 H -0.79 3.77 5.21
49 H -0.25 1.53 4.29
50 H -2.62 -0.65 4.82
51 H -1.97 -2.56 6.28
52 H 0.16 -3.80 5.78
53 H 1.42 -3.29 3.81
54 H 0.63 -1.45 2.25
55 H 3.22 -1.58 1.66
56 H 4.43 -2.94 3.45
57 H 4.20 -5.39 3.51
58 H 2.93 -6.59 1.65
59 H 1.72 -5.35 0.05
60 H 2.74 -4.60 -2.31
61 H 4.38 -4.24 -4.05
62 H 5.22 -1.95 -4.53
63 H 4.30 0.07 -3.18
64 H 3.04 -0.40 -1.30
65 O -1.92 6.62 0.05
66 C -1.38 5.41 -0.18
67 O -1.64 4.81 -1.18
68 C -0.34 5.01 0.77
69 C -0.01 5.84 1.83
70 C 1.01 5.45 2.67
71 C 1.73 4.29 2.36
72 C 1.29 3.52 1.29
73 N 0.23 3.84 0.54
74 C 1.86 2.12 1.03
75 O 2.65 1.72 1.86
76 O 1.53 1.62 -0.13
77 H -2.61 6.70 -0.62
78 H -0.52 6.81 1.98
79 H 1.23 6.07 3.54
80 H 2.66 3.99 2.88
81 I 3.40 1.33 -7.91
82 C 2.21 0.73 -6.27
83 C 1.43 -0.42 -6.40
84 C 0.74 -0.78 -5.24
85 I -0.01 -2.77 -5.18
86 C 0.84 -0.12 -3.98
87 O 0.37 -0.64 -2.90
88 C 1.49 1.17 -3.99
89 C 1.25 2.22 -2.97
90 N -0.15 2.16 -2.37
91 C -1.19 2.35 -3.33
92 C -2.55 1.79 -2.88
93 C -3.65 2.48 -3.36
94 C -4.96 2.17 -3.05
95 C -5.16 1.09 -2.16
96 C -4.02 0.46 -1.75
97 N -2.76 0.78 -2.07
98 C 2.12 1.58 -5.13
99 H 1.37 -0.97 -7.32
100 H 1.89 1.97 -2.18
101 H 1.53 3.17 -3.35
102 H -0.19 2.93 -1.67
103 H -1.15 3.38 -3.76
104 H -0.90 1.69 -4.20
105 H -3.53 3.29 -4.04
106 H -5.78 2.78 -3.27
107 H -6.08 0.69 -1.77
108 H -4.05 -0.25 -1.02
109 H 2.63 2.52 -5.24

Results
HOMO energy, Ha: -0.1690
E_LUMO, eV: 2.1
Charge: -1
Spin multiplicity: 1
Kohn-Sham gap, eV: 6.7



Stability order, top to bottom: one, two



one:
Below is 2 unconnected molecules or ions with the total composition C2H10NO2, with properties calculated with ωB97M-V/def2-TZVPD.

Atoms and positions in Å:
1 C -0.25 -0.96 1.09
2 O 1.00 -0.62 1.64
3 C -0.27 -0.19 -0.28
4 N -1.05 -1.05 -1.25
5 H -0.24 -2.03 0.88
6 H -1.14 -0.52 1.69
7 H 0.67 0.10 2.13
8 H 0.78 0.08 -0.50
9 H -0.79 0.71 -0.22
10 H -1.62 -0.43 -1.95
11 H -0.42 -1.64 -1.83
12 H -1.67 -1.73 -0.74
13 H 2.06 2.43 0.47
14 H 1.45 3.38 -0.76
15 O 1.48 2.48 -0.38

Results
HOMO energy, Ha: -0.5445
E_LUMO, eV: -3.9
Charge: +1
Spin multiplicity: 1
Kohn-Sham gap, eV: 10.9



two:
Below is a molecular structure, C2H10NO2, with properties calculated with ωB97M-V/def2-TZVPD.

Atoms and positions in Å:
1 C 0.94 1.53 -1.01
2 C 1.25 0.57 -1.89
3 N -2.65 -0.50 0.69
4 H 1.37 2.53 -1.01
5 H 1.98 0.71 -2.76
6 H 1.00 -0.50 -1.65
7 H -2.80 -1.37 0.28
8 H -3.36 -0.07 1.21
9 H -1.67 -0.24 0.98
10 H 1.20 -2.30 0.56
11 H 0.73 -0.56 0.71
12 O 0.95 -1.47 0.00
13 H 0.51 0.27 2.42
14 H 0.39 1.20 -0.05
15 O 0.17 0.18 1.53

Results
HOMO energy, Ha: -0.5246
E_LUMO, eV: -10.5
Charge: +1
Spin multiplicity: 1
Kohn-Sham gap, eV: 3.7



three:
Below is 2 unconnected molecules or ions with the total composition C2H10NO2, with properties calculated with ωB97M-V/def2-TZVPD.

Atoms and positions in Å:
1 C -0.13 -0.46 -1.46
2 O 0.60 0.75 -1.56
3 C 0.38 -1.26 -0.27
4 N 0.27 -0.34 0.93
5 H 0.04 -1.09 -2.33
6 H -1.15 -0.11 -1.28
7 H 1.36 0.64 -2.14
8 H -0.08 -2.27 -0.15
9 H 1.35 -1.78 -0.16
10 H -0.63 0.21 0.95
11 H 1.02 0.35 0.88
12 H 0.41 -0.92 1.76
13 H -0.57 2.56 1.34
14 H -1.91 1.97 1.79
15 O -0.98 1.76 1.70

Results
HOMO energy, Ha: -0.5565
E_LUMO, eV: -3.3
Charge: +1
Spin multiplicity: 1
Kohn-Sham gap, eV: 11.8



Stability order, top to bottom: three, one, two



one:
Below is 2 unconnected molecules or ions with the total composition C6H17N4, with properties calculated with ωB97M-V/def2-TZVPD.

Atoms and positions in Å:
1 C 1.80 -3.14 0.29
2 C -0.07 1.39 2.49
3 C 0.74 -1.94 0.15
4 C 1.00 -1.00 -1.02
5 C 0.00 0.18 -1.19
6 C 0.25 1.17 -2.18
7 N -0.57 1.22 1.11
8 N -0.66 1.87 -2.79
9 N -2.67 1.52 1.50
10 N -1.70 1.26 0.70
11 H 2.84 -2.77 0.16
12 H 1.48 -3.61 1.15
13 H 1.65 -3.73 -0.59
14 H 0.96 1.26 2.28
15 H -0.56 0.58 3.19
16 H -0.50 2.37 2.76
17 H 0.84 -1.22 0.95
18 H -0.32 -2.35 0.23
19 H 0.89 -1.58 -1.92
20 H 2.09 -0.61 -0.96
21 H 0.20 0.67 -0.06
22 H -1.01 -0.26 -0.99
23 H 1.38 1.19 -2.34
24 H -1.62 1.63 -2.59
25 H -0.37 2.17 -3.71
26 H -3.45 1.81 0.95
27 H -2.62 1.92 2.45

Results
HOMO energy, Ha: -0.4543
E_LUMO, eV: -3.4
Charge: +1
Spin multiplicity: 1
Kohn-Sham gap, eV: 8.9



two:
Below is a gas-phase ion, C6H17N4 (charge +1), with properties calculated with ωB97M-V/def2-TZVPD.

Atoms and positions in Å:
1 H -0.80 3.47 -0.59
2 N -0.58 2.57 -0.12
3 C 0.61 2.12 -0.05
4 C 0.75 0.58 0.50
5 N 1.58 -0.39 -0.36
6 C 2.96 -0.08 -0.56
7 N 1.37 -1.70 0.34
8 N -0.58 -0.24 0.47
9 C -1.52 0.11 1.59
10 C -1.15 -0.27 -0.88
11 C -2.53 -0.97 -0.98
12 H 1.58 2.33 -0.46
13 H 1.05 0.72 1.54
14 H 2.87 0.80 -1.14
15 H 3.59 0.07 0.35
16 H 3.57 -0.90 -1.06
17 H 1.79 -1.70 1.20
18 H 1.77 -2.43 -0.26
19 H -0.31 -1.25 0.67
20 H -1.67 -0.57 2.42
21 H -1.21 1.13 2.09
22 H -2.49 0.05 1.09
23 H -1.34 0.73 -1.09
24 H -0.57 -0.77 -1.70
25 H -3.39 -0.35 -1.43
26 H -2.47 -1.85 -1.56
27 H -2.88 -1.21 -0.02

Results
HOMO energy, Ha: -0.4931
E_LUMO, eV: -2.8
Charge: +1
Spin multiplicity: 1
Structure (SMILES): [H]/N=C/[C@H](N(C)N)[N@@H+](C)CC
Kohn-Sham gap, eV: 10.6



three:
Below is a molecular structure, C6H17N4, with properties calculated with ωB97M-V/def2-TZVPD.

Atoms and positions in Å:
1 C -1.93 -1.34 0.95
2 C -1.87 1.03 0.09
3 C -1.16 -0.85 -1.45
4 C 1.87 1.28 1.10
5 C 1.26 1.27 -1.18
6 C -1.20 -0.39 0.00
7 N 2.30 -1.91 -0.06
8 N 2.63 -0.78 -0.16
9 N 0.23 -0.34 0.41
10 N 1.30 0.42 0.00
11 H -2.83 -1.89 0.58
12 H -1.13 -2.23 1.17
13 H -2.16 -0.95 1.98
14 H -1.48 1.65 -0.88
15 H -1.71 1.48 1.08
16 H -2.88 0.84 0.09
17 H -0.66 -0.10 -2.16
18 H -0.65 -1.88 -1.31
19 H -2.24 -1.02 -1.74
20 H 1.23 1.69 1.75
21 H 2.42 0.71 1.90
22 H 2.65 1.94 0.73
23 H 0.88 2.20 -1.13
24 H 2.27 1.33 -1.37
25 H 0.89 0.65 -1.95
26 H 1.36 -2.20 0.04
27 H 0.57 -0.59 1.53

Results
HOMO energy, Ha: -0.4961
E_LUMO, eV: -3.8
Charge: +1
Spin multiplicity: 1
Kohn-Sham gap, eV: 9.7



Stability order, top to bottom: two, one, three



one:
Below is 2 unconnected molecules or ions with the total composition H2N2O3, with properties calculated with ωB97M-V/def2-TZVPD.

Atoms and positions in Å:
1 N 1.63 -0.30 -0.06
2 N 0.66 -0.96 0.03
3 O 1.93 0.81 0.16
4 O -1.73 0.83 -0.20
5 O -1.36 -0.28 0.50
6 H 0.41 -1.79 -0.53
7 H -1.53 1.70 0.11

Results
HOMO energy (alpha / beta), Ha: -0.3229 / -0.3730
E_LUMO (alpha / beta), eV: -0.4 / -0.4
Spin multiplicity: 1
Kohn-Sham gap (alpha / beta), eV: 8.4 / 9.7



two:
Below is 2 unconnected molecules or ions with the total composition H2N2O3, with properties calculated with ωB97M-V/def2-TZVPD.

Atoms and positions in Å:
1 N -1.09 0.50 1.03
2 N 1.08 -0.61 -0.94
3 O -0.18 -0.29 0.45
4 O 1.43 -1.59 -0.42
5 O 1.36 -0.04 -1.94
6 H -1.91 0.67 0.44
7 H -0.70 1.37 1.39

Results
HOMO energy (alpha / beta), Ha: -0.3452 / -0.3625
E_LUMO (alpha / beta), eV: -0.4 / -0.5
Spin multiplicity: 1
Kohn-Sham gap (alpha / beta), eV: 8.9 / 9.3



three:
Below is 2 unconnected molecules or ions with the total composition H2N2O3, with properties calculated with ωB97M-V/def2-TZVPD.

Atoms and positions in Å:
1 O 1.99 1.53 0.11
2 N 1.92 0.36 -0.02
3 N 1.51 -0.69 -0.11
4 O 1.39 -1.87 -0.09
5 O -1.95 0.19 -0.17
6 H -2.30 1.06 0.24
7 H -2.56 -0.57 0.03

Results
HOMO energy, Ha: -0.3678
E_LUMO, eV: 0.5
Spin multiplicity: 1
Structure (SMILES): O=NN=O.O
Kohn-Sham gap, eV: 10.5



four:
Below is a single H2N2O3 molecule, with properties calculated with ωB97M-V/def2-TZVPD.

Atoms and positions in Å:
1 O 2.88 0.48 2.18
2 N 2.02 0.81 1.46
3 O 1.07 -0.25 1.23
4 N -0.03 0.29 0.46
5 O -0.12 -0.45 -0.66
6 H -0.77 -0.05 1.01
7 H 0.28 0.01 -1.36

Results
HOMO energy, Ha: -0.3813
E_LUMO, eV: 0.1
Spin multiplicity: 1
Structure (SMILES): O=NONO
Kohn-Sham gap, eV: 10.5



Stability order, top to bottom: four, three, two, one